Computed, not measured: 2 unconnected molecules or ions with the total composition BrH2PS2 at a distorted geometry, with wB97M-V/def2-TZVPD.

Structure (XYZ):
```
6
Properties=species:S:1:pos:R:3:forces:R:3
P -0.7742 0.3152 -0.6776 1.5 0.8 0.1
S -0.2734 2.0794 0.4752 1.9 -0.4 -2.1
S 1.7970 -1.8333 -0.0019 1.4 2.0 -0.3
Br -2.4777 -0.3146 0.4594 -0.7 -0.3 0.5
H 0.9330 2.3488 -0.3677 -2.2 -0.5 1.5
H 0.7953 -2.5956 0.1126 -2.0 -1.6 0.2
```
Forces are in eV/Å.

Summary:
Frontier orbital gap (alpha / beta) = 0.222 / 0.297 Ha
Relative energy (zero: lowest compared OMol25 entry of this formula, charge and spin) = 57.1 kcal/mol
E = -3712.877606 a.u.
Molar mass = 177.028 g/mol

natural (NBO) population analysis, charges in e, atoms 1 to 5: 0.40 -0.30 -0.20 -0.17 0.18

Computed, not measured: BrH3NP in the gas phase at a distorted geometry, with wB97M-V/def2-TZVPD.

Structure (XYZ):
```
6
Properties=species:S:1:pos:R:3:forces:R:3
N -0.1510 0.2619 0.7142 -0.4 1.0 -1.5
P -1.1387 -1.0651 0.1137 1.0 0.5 -0.9
Br -2.9661 0.1831 0.0311 -0.5 -0.1 0.0
H -0.5436 1.0963 0.1903 1.0 -1.0 1.0
H 0.8750 0.2431 0.5495 -1.0 -0.4 0.1
H -0.9335 -0.9650 -1.3743 -0.1 -0.1 1.3
```
Forces are in eV/Å.

Summary:
SMILES = NPBr
Frontier orbital gap = 0.364 Ha
Relative energy (zero: lowest compared OMol25 entry of this formula, charge and spin) = 5.7 kcal/mol
E = -2971.926678 a.u.
Molar mass = 127.909 g/mol

natural (NBO) population analysis, charges in e, atoms 1 to 5: -1.16 0.71 -0.25 0.38 0.39

Computed, not measured: 2 unconnected molecules or ions with the total composition BrH3P2 at a distorted geometry, with wB97M-V/def2-TZVPD.

Structure (XYZ):
```
6
Properties=species:S:1:pos:R:3:forces:R:3
P 0.5296 -1.6459 1.1040 -1.6 -0.9 0.3
P -0.2810 0.0646 0.4616 3.5 1.6 -0.3
Br -0.3084 2.2273 -2.8487 -0.1 0.0 0.1
H 0.5560 2.7962 -3.8105 0.1 0.1 -0.1
H 1.8699 -1.4168 1.1585 1.3 0.7 -0.3
H -1.4539 -0.4535 0.6289 -3.3 -1.4 0.3
```
Forces are in eV/Å.

Summary:
Frontier orbital gap = 0.310 Ha
Relative energy (zero: lowest compared OMol25 entry of this formula, charge and spin) = 31.7 kcal/mol
E = -3258.451369 a.u.
Molar mass = 144.876 g/mol

natural (NBO) population analysis, charges in e, atoms 1 to 5: 0.05 0.07 -0.20 0.20 -0.05

Computed, not measured: a molecular structure, BrH8LiO4 at a distorted geometry, with wB97M-V/def2-TZVPD.

Structure (XYZ):
```
14
Properties=species:S:1:pos:R:3:forces:R:3
Li -13.0240 2.9839 -23.8098 -0.3 0.3 0.5
Br -14.8208 3.8270 -22.0136 0.4 -0.5 -0.3
O -11.7304 4.5275 -24.1149 0.2 -0.6 -0.1
H -11.9313 5.4262 -24.3762 -0.7 0.4 0.1
H -10.7986 4.4241 -24.3080 0.3 -0.1 0.0
O -14.2639 6.0924 -24.1228 0.7 0.9 -1.1
H -14.5344 5.4663 -23.4512 -0.3 -0.7 0.9
H -14.6901 5.7850 -24.9230 -0.2 0.0 -0.1
O -13.8469 2.3344 -25.5557 0.3 -0.1 0.1
H -14.2066 2.7422 -26.3435 0.0 0.3 -0.1
H -14.2660 1.4747 -25.5177 -0.2 -0.2 0.2
O -12.0549 1.0802 -23.3641 -0.2 0.4 -0.2
H -11.8704 0.4993 -24.1021 0.0 -0.2 -0.3
H -11.3322 0.9306 -22.7544 0.1 0.1 0.4
```
Forces are in eV/Å.

Summary:
Frontier orbital gap = 0.267 Ha
Relative energy (zero: lowest compared OMol25 entry of this formula, charge and spin) = 0.7 kcal/mol
E = -2887.409853 a.u.
Molar mass = 158.905 g/mol

natural (NBO) population analysis, charges in e, atoms 1 to 5: 0.87 -0.88 -0.97 0.52 0.48

Computed, not measured: a molecular structure, BrH8LiO4 at a distorted geometry, with wB97M-V/def2-TZVPD.

Structure (XYZ):
```
14
Properties=species:S:1:pos:R:3:forces:R:3
Li -0.3796 0.6203 0.2755 -0.6 0.0 -0.1
Br -2.4987 0.4837 -1.1958 0.7 -0.3 0.3
O 0.2835 -1.3920 -2.3049 -3.0 3.3 0.2
H -0.6242 -1.1851 -1.8310 1.5 0.8 -1.8
H 0.3600 -2.1696 -1.8609 1.3 -4.4 1.4
O 0.1281 1.9747 1.5674 0.5 3.5 1.3
H 1.0730 2.1163 1.7120 0.5 -1.1 -0.3
H -0.0670 2.9261 1.8951 -0.8 -2.3 -1.0
O 1.4610 0.3068 -0.6012 1.7 5.4 0.7
H 1.3590 -0.4085 -1.1648 -0.5 -2.4 -2.5
H 1.8583 1.0799 -1.2005 -1.4 -2.7 2.0
O -0.8214 -1.0859 1.7301 0.1 -2.4 -1.7
H -1.7106 -1.4992 1.9092 1.1 0.9 -0.3
H -0.4214 -1.7675 1.0697 -1.0 1.7 1.8
```
Forces are in eV/Å.

Summary:
Frontier orbital gap = 0.286 Ha
Relative energy (zero: lowest compared OMol25 entry of this formula, charge and spin) = 20.1 kcal/mol
E = -2887.378847 a.u.
Molar mass = 158.905 g/mol

natural (NBO) population analysis, charges in e, atoms 1 to 5: 0.86 -0.89 -0.95 0.50 0.45

Computed, not measured: a molecular structure, BrH8NSi3 at a distorted geometry, with wB97M-V/def2-TZVPD.

Structure (XYZ):
```
13
Properties=species:S:1:pos:R:3:forces:R:3
N -0.0847 0.0830 0.2775 0.3 0.0 -0.4
Si -1.2910 -1.1993 0.3783 1.6 1.2 -2.3
Si -0.2845 1.8312 0.8339 -0.8 -4.8 1.6
Si 1.1851 -0.5234 -0.7155 -0.8 3.2 -0.7
Br 3.0006 0.4231 -0.0188 1.1 0.2 0.3
H -2.4714 -0.5331 0.6804 -1.9 0.4 0.6
H -0.7110 -2.1499 1.1841 0.3 -1.7 1.8
H -1.2575 -1.8677 -0.9642 -0.5 0.2 0.2
H 0.6329 2.4294 -0.0015 1.0 1.8 -1.1
H -1.7414 1.7257 0.6947 -0.2 1.2 -0.1
H 0.0782 1.6990 2.3093 -0.1 0.8 -0.7
H 1.2104 -1.8876 -0.8731 0.2 -2.4 0.1
H 1.7343 -0.0304 -3.7850 -0.2 -0.1 0.6
```
Forces are in eV/Å.

Summary:
Frontier orbital gap (alpha / beta) = 0.350 / 0.248 Ha
Relative energy (zero: lowest compared OMol25 entry of this formula, charge and spin) = 110.4 kcal/mol
E = -3501.920281 a.u.
Molar mass = 186.233 g/mol

natural (NBO) population analysis, charges in e, atoms 1 to 5: -1.72 1.13 1.10 1.16 -0.32

Computed, not measured: 2 unconnected molecules or ions with the total composition BrHO3PS at a distorted geometry, with wB97M-V/def2-TZVPD.

Structure (XYZ):
```
7
Properties=species:S:1:pos:R:3:forces:R:3
O -0.3573 2.6933 1.0928 0.7 -0.2 0.0
O 1.0343 2.9973 -0.9375 -0.4 -0.4 0.3
O 2.1663 2.6709 1.1635 0.1 -0.2 0.9
P 0.6024 -1.1860 -1.0545 -2.0 -0.1 0.9
S 0.9336 2.4240 0.4255 -0.5 0.5 -1.4
Br 1.6146 -2.1774 0.6342 0.3 -0.1 0.0
H 1.6718 -0.7687 -1.7467 1.8 0.5 -0.7
```
Forces are in eV/Å.

Summary:
Net charge = -1
Frontier orbital gap (alpha / beta) = 0.192 / 0.305 Ha
Relative energy (zero: lowest compared OMol25 entry of this formula, charge and spin) = 60.1 kcal/mol
E = -3539.888481 a.u.
Molar mass = 191.950 g/mol

natural (NBO) population analysis, charges in e, atoms 1 to 5: -0.97 -0.99 -0.97 0.22 2.04

Computed, not measured: a molecular structure, BrN2O6V at a distorted geometry, with wB97M-V/def2-TZVPD.

Structure (XYZ):
```
10
Properties=species:S:1:pos:R:3:forces:R:3
V 0.0591 0.8064 -0.1193 -0.7 -1.1 -0.2
N 2.3378 -0.5245 0.3396 0.6 -3.4 0.0
O 3.3480 -1.0805 0.5941 1.1 0.4 0.1
O 1.9255 0.5184 0.7470 -0.1 8.6 4.2
O 1.4221 -0.9930 -0.2953 -3.8 -4.2 -4.5
N -2.2217 -0.5129 -0.2031 -4.4 -2.4 0.2
O -1.7261 -0.0731 0.8135 0.8 0.9 5.7
O -1.5123 -0.1796 -1.1171 3.4 1.1 -6.4
O -3.2749 -1.1594 -0.3388 2.7 1.7 0.8
Br -0.3574 3.1982 -0.4206 0.3 -1.5 0.3
```
Forces are in eV/Å.

Summary:
Multiplicity = 3
Frontier orbital gap (alpha / beta) = 0.292 / 0.349 Ha
Expectation value of S² = 2.030
E = -4078.740872 a.u.
Molar mass = 254.856 g/mol

natural (NBO) population analysis, charges in e, atoms 1 to 5: 1.53 0.76 -0.31 -0.51 -0.52

Computed, not measured: 2 unconnected molecules or ions with the total composition BrNO5S at a distorted geometry, with wB97M-V/def2-TZVPD.

Structure (XYZ):
```
8
Properties=species:S:1:pos:R:3:forces:R:3
N 0.5069 1.4890 -0.3189 2.8 -2.5 0.7
O -0.6299 1.6252 -0.2329 -2.6 1.1 0.1
O 1.3978 1.9258 -0.9334 0.5 1.3 -1.1
O -1.5577 -1.2370 -0.9345 -3.5 0.9 -4.1
O -2.0397 -1.9994 1.2749 -5.8 -1.6 2.7
O 0.9262 0.3691 0.6006 -0.1 0.1 0.4
S -1.0232 -1.5913 0.3672 8.8 0.2 1.4
Br 2.4196 -0.5814 0.1772 -0.1 0.5 -0.1
```
Forces are in eV/Å.

Summary:
Multiplicity = 3
Frontier orbital gap (alpha / beta) = 0.251 / 0.220 Ha
Relative energy (zero: lowest compared OMol25 entry of this formula, charge and spin) = 15.5 kcal/mol
Expectation value of S² = 2.017
E = -3402.798622 a.u.
Molar mass = 205.973 g/mol

natural (NBO) population analysis, charges in e, atoms 1 to 5: 0.75 -0.26 -0.30 -0.60 -0.62

Computed, not measured: 2 unconnected molecules or ions with the total composition BrNOS at a distorted geometry, with wB97M-V/def2-TZVPD.

Structure (XYZ):
```
4
Properties=species:S:1:pos:R:3:forces:R:3
N -1.7552 -0.8911 -0.2018 2.9 -1.0 -0.2
O 2.1447 0.5261 0.3146 0.5 -0.4 0.3
S 0.8359 0.8018 -0.2571 -1.9 -0.3 -0.3
Br -2.9936 0.2347 0.0130 -1.5 1.7 0.3
```
Forces are in eV/Å.

Summary:
Multiplicity = 3
Frontier orbital gap (alpha / beta) = 0.186 / 0.190 Ha
Expectation value of S² = 2.010
E = -3101.951588 a.u.
Molar mass = 141.977 g/mol

How is the electron density shared among the atoms? According to natural (NBO), the charges in e are: -0.52 -0.71 0.84 0.39